The following is a DFT calculation (ωB97M-V/def2-TZVPD) of an isolated molecule of C34H51N5O7.

Computed properties:
M	641.8	g/mol
relative energy (zero: lowest compared OMol25 entry of this formula, charge and spin)	34.5	kJ/mol

Geometry as ORCA input:
```
! wB97M-V def2-TZVPD RIJCOSX def2/J DEFGRID3
* xyz 0 1
C -1.99696 -2.88380 -0.62466
H -2.74712 -2.62846 -1.36860
C -0.62110 -3.01013 -1.26895
C 0.44807 -3.31327 -0.21973
C 1.87622 -3.33842 -0.77016
C 2.29157 -2.01067 -1.41068
N 1.86951 -0.88277 -0.60072
C 1.14378 0.13552 -1.09273
O 0.73907 0.19507 -2.23441
C 0.84420 1.24835 -0.08187
N -0.47653 1.76222 -0.36480
C -1.54302 1.31894 0.34104
O -1.44100 0.71577 1.39338
C -2.90192 1.69046 -0.25102
N -3.90316 0.86693 0.38873
C -4.48990 -0.14462 -0.33159
O -4.52681 -0.09312 -1.55276
N -5.07949 -1.16109 0.36774
C -4.97104 -1.29800 1.80920
C -6.00801 -0.45285 2.56160
H -6.06304 0.54287 2.12850
H -5.72405 -0.36418 3.60787
H -6.99512 -0.90165 2.51412
C -5.01502 -2.77180 2.23558
C -6.15982 -3.53536 1.58691
C -5.99989 -3.43985 0.07617
C -6.01046 -1.98729 -0.39572
C -7.42028 -1.38687 -0.40487
H -7.36589 -0.34179 -0.69920
H -8.03628 -1.91582 -1.12799
H -7.89932 -1.45089 0.56731
H -5.63999 -1.95154 -1.42662
H -6.80021 -3.97813 -0.43325
H -5.05010 -3.89877 -0.20577
H -7.12106 -3.12460 1.89647
H -6.13128 -4.58038 1.90175
H -5.08902 -2.81203 3.32368
H -4.07512 -3.24532 1.94366
H -3.97372 -0.93949 2.09572
H -3.69826 0.71705 1.36626
H -2.91405 1.44368 -1.31681
C -3.15994 3.19062 -0.02957
H -3.52398 3.31470 0.99301
H -2.20726 3.72039 -0.10658
C -4.15790 3.84733 -1.00122
C -4.34853 5.30100 -0.55326
H -4.75500 5.34313 0.45496
H -3.40099 5.83604 -0.56357
H -5.03747 5.81523 -1.21916
C -5.50559 3.12784 -0.97284
H -5.88986 3.07253 0.04335
H -6.22810 3.66366 -1.58488
H -5.40974 2.12023 -1.36472
C -3.60532 3.83644 -2.42818
H -4.26517 4.39734 -3.08593
H -2.61798 4.29343 -2.46563
H -3.53913 2.82287 -2.81390
H -0.62410 2.03573 -1.32718
H 0.82116 0.85425 0.93830
C 1.93062 2.33273 -0.21759
C 3.25480 1.75280 0.14836
C 4.22593 1.31214 -0.68526
N 5.27509 0.74828 0.03529
C 6.31483 0.08946 -0.57866
O 6.37855 -0.05821 -1.78033
O 7.23738 -0.33927 0.27448
C 8.28055 -1.12200 -0.29235
H 8.73828 -0.59797 -1.13344
H 9.00445 -1.27809 0.50304
H 7.88070 -2.07717 -0.63767
C 4.95498 0.83153 1.38769
C 5.64083 0.41778 2.51796
C 5.04286 0.63313 3.74618
C 3.79670 1.24557 3.85562
C 3.10978 1.66074 2.73393
C 3.69160 1.45291 1.48739
H 2.14374 2.13468 2.81808
H 3.36515 1.39496 4.83386
H 5.55621 0.31900 4.64233
H 6.60383 -0.05738 2.44852
H 4.28031 1.34982 -1.75598
H 1.94730 2.68879 -1.24900
H 1.68401 3.16625 0.44267
H 2.20746 -0.85978 0.34945
C 3.80910 -1.85288 -1.51000
O 4.55842 -2.06591 -0.58725
O 4.18428 -1.35462 -2.67011
H 5.11802 -1.03736 -2.64190
H 1.85121 -1.87118 -2.40094
H 1.97415 -4.12657 -1.51823
H 2.57112 -3.55624 0.04498
H 0.37865 -2.56649 0.57418
H 0.23980 -4.28660 0.23085
H -0.39161 -2.07563 -1.77977
H -0.63552 -3.80509 -2.01771
H -2.28391 -3.81756 -0.14355
H -1.98926 -2.09721 0.12798
*
```